Here is one molecule with the formula C3H5NOS2 in a non-equilibrium geometry from the Open Molecules 2025 dataset. Energies are from ωB97M-V/def2-TZVPD.

Highest occupied orbital energy (spin up / spin down): -8.140 / -8.141 eV
Net charge: 0
Gap between HOMO and LUMO (spin up / spin down): 8.697 / 8.698 eV

Geometry as XYZ:
```
12
Properties=species:S:1:pos:R:3:nbo_charge:R:1
C 1.2715 -0.8054 -0.1233 -0.54
C 1.0736 0.6706 -0.3932 -0.53
C -1.5821 -0.5644 0.1903 -0.29
N -1.6191 0.6584 0.5897 0.04
O -2.5000 1.4856 0.6074 -0.47
S -0.3207 -1.6167 0.4168 0.28
S -0.0516 1.3989 0.9623 0.31
H 1.2988 -1.3396 -1.0839 0.23
H 2.2195 -1.0610 0.4484 0.25
H 1.9290 1.2523 -0.2360 0.23
H 0.7263 0.9850 -1.4097 0.24
H -2.4452 -1.0635 0.0312 0.23
```

=====

Here is an isolated ion of composition C5H9N6O and charge +1 in a non-equilibrium geometry from the Open Molecules 2025 dataset. Energies are from ωB97M-V/def2-TZVPD.

SMILES string: N[C@@]12NC=N[C@]1(N)[NH+]=CNC2=O
Highest occupied orbital energy: -13.882 eV
Net charge: +1
Gap between HOMO and LUMO: 9.617 eV

Geometry as XYZ:
```
21
Properties=species:S:1:pos:R:3:nbo_charge:R:1
N 0.1731 1.8387 -0.8508 -0.82
C 0.2777 0.6935 -0.0314 0.10
N -0.1103 0.8207 1.4109 -0.61
C -1.4798 0.6990 1.4578 0.26
N -2.0365 0.0177 0.5624 -0.43
C -0.7884 -0.3329 -0.4260 0.36
N -1.1736 -0.4590 -1.7943 -0.85
N -0.4215 -1.6398 0.0329 -0.49
C 0.7851 -1.9706 0.2990 0.41
N 1.8029 -1.2029 0.2344 -0.58
C 1.6901 0.2151 -0.1640 0.69
O 2.6903 0.8487 -0.3859 -0.45
H -0.6076 2.3739 -0.4329 0.39
H 1.0452 2.3875 -0.9013 0.42
H 0.2568 1.5280 1.9182 0.40
H -1.8701 1.0540 2.2886 0.20
H -0.5788 0.3548 -2.2680 0.43
H -2.2012 -0.4093 -1.7785 0.42
H -1.1677 -2.3957 0.0088 0.47
H 0.9780 -2.9722 0.5655 0.24
H 2.7363 -1.4493 0.2544 0.45
```

=====

Here is C2HClFN3 as an isolated structure in a non-equilibrium geometry from the Open Molecules 2025 dataset. Energies are from ωB97M-V/def2-TZVPD.

Highest occupied orbital energy: -10.724 eV
Net charge: 0
Gap between HOMO and LUMO: 11.000 eV

Geometry as XYZ:
```
8
Properties=species:S:1:pos:R:3:nbo_charge:R:1
C 1.2231 -0.0724 -0.1103 0.24
C -1.0012 -0.1385 0.2300 0.46
N 0.6959 0.2786 -1.2698 -0.28
N 0.1470 0.4887 0.6612 -0.29
N -0.4183 0.9037 -0.6325 -0.10
F -2.1797 0.3725 0.9427 -0.33
Cl 2.6600 -0.8234 0.4043 0.12
H -1.1267 -1.0091 -0.2256 0.19
```

=====

Here is C29H25GeI2NNaO6 as an isolated structure from the Open Molecules 2025 dataset. Energies are from ωB97M-V/def2-TZVPD.

Highest occupied orbital energy: -5.695 eV
Net charge: -1
Gap between HOMO and LUMO: 7.729 eV

Geometry as XYZ:
```
65
Properties=species:S:1:pos:R:3:nbo_charge:R:1
Na -1.2775 -1.1352 2.0276 0.92
O -1.5764 -0.3713 4.0597 -0.63
C -0.7632 -0.1895 4.9507 0.44
C 0.6640 -0.4581 4.9031 -0.33
C 1.3852 -0.1706 6.0583 -0.09
C 2.7408 -0.3977 6.1112 -0.10
C 3.4233 -0.9230 4.9966 -0.17
C 2.7442 -1.2139 3.8538 -0.27
C 1.3214 -1.0015 3.7290 0.46
O 0.7091 -1.2685 2.6684 -0.75
N 3.4699 -0.0915 7.3247 0.54
O 4.6763 -0.2990 7.3409 -0.42
O 2.8538 0.3591 8.2809 -0.42
H -1.1127 0.2247 5.9172 0.11
H 0.8812 0.2349 6.9266 0.23
H 4.4884 -1.0912 5.0692 0.24
H 3.2556 -1.6181 2.9895 0.21
I -5.3419 0.0553 4.6771 0.10
C -4.7880 0.8396 2.7843 -0.71
I -3.4731 2.4961 2.8793 0.12
H -5.6974 1.1771 2.3076 0.22
H -4.2832 0.0485 2.2357 0.28
O -3.1269 -1.1729 0.9626 -0.82
C -2.5251 -1.2224 -0.1428 0.78
O -1.3490 -1.6423 -0.2947 -0.78
C -3.2411 -0.6797 -1.3698 -0.52
C -2.4286 -0.8150 -2.6546 -0.83
Ge -0.5630 -0.2358 -2.4314 1.65
C 0.7975 -1.6405 -2.4611 -0.45
C 1.3212 -2.2586 -1.3224 -0.19
C 2.2979 -3.2394 -1.4286 -0.21
C 2.7584 -3.6415 -2.6752 -0.22
C 2.2404 -3.0496 -3.8164 -0.25
C 1.2784 -2.0527 -3.7052 -0.15
C -0.0953 0.7949 -4.0723 -0.45
C -0.9484 0.9851 -5.1571 -0.22
C -0.5628 1.7310 -6.2685 -0.22
C 0.6958 2.3074 -6.3142 -0.23
C 1.5649 2.1331 -5.2431 -0.24
C 1.1696 1.3878 -4.1432 -0.14
C -0.3982 1.1429 -1.0553 -0.36
C -0.9800 2.3852 -1.3082 -0.23
C -0.9242 3.4116 -0.3729 -0.22
C -0.2648 3.2169 0.8313 -0.22
C 0.3295 1.9903 1.0974 -0.21
C 0.2592 0.9648 0.1634 -0.24
H -3.4411 0.3770 -1.1646 0.22
H -4.2176 -1.1664 -1.4268 0.22
H -2.8893 -0.2269 -3.4502 0.21
H -2.4027 -1.8532 -2.9945 0.23
H 0.9543 -1.9976 -0.3402 0.24
H 2.6932 -3.6984 -0.5305 0.21
H 3.5149 -4.4132 -2.7550 0.20
H 2.5907 -3.3568 -4.7947 0.20
H 0.9074 -1.5847 -4.6104 0.20
H -1.9387 0.5441 -5.1555 0.20
H -1.2483 1.8599 -7.0980 0.20
H 1.0006 2.8891 -7.1759 0.20
H 2.5517 2.5802 -5.2677 0.20
H 1.8666 1.2657 -3.3192 0.20
H -1.4805 2.5656 -2.2553 0.21
H -1.3991 4.3623 -0.5846 0.20
H -0.2188 4.0140 1.5640 0.21
H 0.8417 1.8204 2.0372 0.22
H 0.7100 0.0121 0.4127 0.23
```

=====

Here is C27H25AsAuN2O10P2 as an isolated structure in a non-equilibrium geometry from the Open Molecules 2025 dataset. Energies are from ωB97M-V/def2-TZVPD.

Highest occupied orbital energy (spin up / spin down): -11.352 / -11.352 eV
Net charge: +1
Gap between HOMO and LUMO (spin up / spin down): 4.621 / 4.621 eV

Geometry as XYZ:
```
68
Properties=species:S:1:pos:R:3:nbo_charge:R:1
Au 1.1170 0.2547 0.9226 1.32
N -0.3240 3.3036 -2.4766 -0.71
C -0.0768 2.5389 -1.1955 -0.64
C -0.0833 3.5020 -0.0126 -0.65
P -1.3876 1.2572 -0.9915 2.38
O -1.3769 0.7432 -2.5426 -1.02
O -2.7090 1.8009 -0.6457 -1.08
O -0.8543 0.1370 -0.0862 -1.14
P 1.6381 1.8190 -1.4585 2.36
O 1.4173 0.3259 -2.0095 -1.01
O 2.2027 2.6930 -2.5193 -1.11
O 2.3093 1.6770 -0.1067 -1.12
H -0.7309 4.2196 -2.2999 0.44
H -0.9372 2.7648 -3.0933 0.45
H 0.6486 3.3778 -2.8964 0.48
H -1.0090 4.0804 -0.0028 0.24
H 0.7757 4.1744 -0.0507 0.24
H -0.0276 2.9514 0.9271 0.27
H -2.1954 0.2545 -2.7190 0.52
H 1.5597 0.2892 -2.9666 0.53
O 1.1059 3.4308 3.6392 -0.57
C 1.1608 2.2475 3.3622 0.77
O 0.4330 1.5058 2.6136 -0.78
C 2.2845 1.4118 4.0881 -0.14
C 2.5667 1.5685 5.4353 -0.15
C 3.4082 0.6493 6.0619 -0.20
C 3.9327 -0.4280 5.3617 -0.20
C 3.6375 -0.5556 4.0137 0.09
C 2.8598 0.3956 3.3783 -0.19
N 4.0693 -1.7290 3.2530 0.52
O 4.9596 -2.4109 3.7033 -0.32
O 3.4848 -1.9582 2.1977 -0.42
H 2.1298 2.3917 5.9842 0.25
H 3.6295 0.7691 7.1140 0.24
H 4.5502 -1.1726 5.8443 0.26
H 2.6725 0.3291 2.3175 0.16
C 1.2705 -4.2975 5.5614 -0.16
C 1.0218 -4.7676 4.2794 -0.19
C 0.6368 -3.8912 3.2785 -0.22
C 0.4906 -2.5400 3.5722 -0.24
C 0.7363 -2.0630 4.8553 -0.23
C 1.1216 -2.9472 5.8490 -0.19
As -0.0967 -1.3190 2.1930 1.32
C -1.6982 -0.5576 2.9184 -0.36
C -1.8251 0.3544 3.9383 -0.17
C -3.1037 0.7461 4.3504 -0.18
C -4.2336 0.2421 3.7169 -0.17
C -4.1065 -0.6617 2.6785 -0.19
C -2.8349 -1.0834 2.2702 0.04
C -2.5624 -2.0469 1.2201 -0.04
C -3.5135 -2.6504 0.3904 -0.18
C -3.1021 -3.5430 -0.5769 -0.17
C -1.7459 -3.8384 -0.7570 -0.22
C -0.7848 -3.2275 0.0341 -0.13
C -1.1923 -2.3608 1.0305 -0.37
H 1.5750 -4.9844 6.3392 0.23
H 1.1300 -5.8193 4.0513 0.24
H 0.4473 -4.2543 2.2774 0.23
H 0.6186 -1.0080 5.0759 0.23
H 1.3053 -2.5840 6.8513 0.23
H -0.9468 0.7805 4.4030 0.23
H -3.2125 1.4484 5.1655 0.23
H -5.2175 0.5546 4.0377 0.23
H -4.9895 -1.0397 2.1811 0.22
H -4.5619 -2.4088 0.4968 0.23
H -3.8426 -4.0143 -1.2092 0.23
H -1.4476 -4.5417 -1.5227 0.23
H 0.2686 -3.4172 -0.1311 0.22
```

=====

Here is C27H20Br2N6O2SZn as an isolated structure from the Open Molecules 2025 dataset. Energies are from ωB97M-V/def2-TZVPD.

Highest occupied orbital energy (spin up / spin down): 0.203 / 0.555 eV
Net charge: -2
Gap between HOMO and LUMO (spin up / spin down): 3.486 / 3.136 eV

Geometry as XYZ:
```
59
Properties=species:S:1:pos:R:3:nbo_charge:R:1
Zn -0.6400 0.0479 -0.2610 1.58
N 2.5899 -5.7947 -0.8964 -0.82
C 2.9418 -4.4795 -0.5485 0.18
C 2.4873 -3.4170 -1.3283 -0.27
C 2.7566 -2.1151 -0.9620 -0.09
C 3.4980 -1.8552 0.1879 -0.42
C 3.9793 -2.9016 0.9564 -0.15
C 3.7238 -4.2118 0.5745 -0.31
S 3.5895 -0.1873 0.7605 2.33
O 3.9653 0.6515 -0.3611 -1.00
O 4.4713 -0.1543 1.9079 -0.99
N 2.0577 0.1725 1.0597 -0.93
C 1.3252 -0.5236 1.9282 0.57
N 1.8494 -1.3718 2.8487 -0.51
C 1.0101 -1.9793 3.6612 0.11
C -0.3672 -1.7971 3.6403 -0.40
C -0.8320 -0.9645 2.6400 0.11
N -0.0270 -0.3423 1.7961 -0.62
H 1.6410 -5.8280 -1.2574 0.40
H 2.6253 -6.4051 -0.0922 0.35
H 1.8319 -3.6068 -2.1695 0.23
H 2.3240 -1.3042 -1.5289 0.24
H 4.5191 -2.6766 1.8664 0.23
H 4.0745 -5.0344 1.1900 0.19
H 1.4612 -2.6669 4.3743 0.17
H -1.0336 -2.3191 4.3104 0.21
H -1.8953 -0.8048 2.4831 0.19
Br -6.4164 3.3769 1.0221 -0.01
C -4.8147 2.4076 0.6445 -0.05
C -4.8817 1.0018 0.5821 -0.41
C -3.6838 0.3576 0.3203 0.09
N -2.5283 0.9764 0.1401 -0.63
C -2.4729 2.3504 0.1610 0.17
C -3.6578 3.0907 0.4402 -0.30
C -1.2090 2.9368 -0.1267 0.10
C -0.9808 4.3392 -0.1426 -0.30
C 0.2740 4.7862 -0.4264 -0.03
Br 0.6002 6.6673 -0.4543 -0.01
C 1.3353 3.9136 -0.6911 -0.39
C 1.0399 2.5613 -0.6537 0.12
N -0.1736 2.0798 -0.4004 -0.61
H -5.8031 0.4607 0.7260 0.22
H -3.6434 -0.7261 0.2458 0.21
H -3.6450 4.1693 0.4854 0.21
H -1.7787 5.0349 0.0669 0.21
H 2.3371 4.2590 -0.8894 0.23
H 1.8240 1.8289 -0.8055 0.25
C -0.5112 -1.5639 -1.2858 -0.92
C -0.7487 -2.9021 -1.1069 -0.07
C -0.3394 -3.6283 0.0886 -0.35
C -0.4830 -4.9864 0.2211 -0.21
C -1.0328 -5.7926 -0.7921 -0.47
C -1.4735 -5.1255 -1.9491 -0.20
C -1.3579 -3.7648 -2.1081 -0.37
H 0.1323 -3.0650 0.8887 0.19
H -0.1376 -5.4507 1.1438 0.18
H -1.1536 -6.8624 -0.6688 0.18
H -1.9272 -5.7025 -2.7532 0.17
H -1.7032 -3.3013 -3.0271 0.18
```

=====

Here is H28O14 as an isolated structure in a non-equilibrium geometry from the Open Molecules 2025 dataset. Energies are from ωB97M-V/def2-TZVPD.

Highest occupied orbital energy: -7.947 eV
Net charge: 0
Gap between HOMO and LUMO: 7.595 eV

Geometry as XYZ:
```
42
Properties=species:S:1:pos:R:3:nbo_charge:R:1
O -0.8465 1.7439 -1.4520 -1.00
H -1.5899 1.3890 -0.9645 0.43
H -0.0789 1.4805 -0.9444 0.45
O -0.1810 0.4018 0.1059 -1.11
H 0.1600 -0.2398 0.7291 0.50
H -0.2097 -0.0661 -0.7287 0.54
O -2.3554 0.7458 -0.4589 -0.90
H -1.7462 0.7890 0.2782 0.55
H -3.2138 0.6222 -0.0539 0.49
O 1.5626 0.9384 -1.5075 -0.98
H 0.8373 0.5499 -1.9966 0.49
H 2.1447 0.2028 -1.3168 0.47
O -1.1779 -0.8507 -1.5842 -0.92
H -1.1637 -1.6149 -1.0081 0.50
H -1.9299 -0.3391 -1.2859 0.50
O 0.1642 0.3863 2.5337 -0.93
H 0.9220 0.3535 1.9498 0.45
H -0.1713 1.2780 2.4417 0.52
O -1.1882 -1.0892 1.9658 -0.90
H -2.0030 -0.7647 2.3493 0.48
H -0.5121 -0.5052 2.3093 0.45
O 2.1680 -0.8144 -0.6132 -0.88
H 2.8797 -1.4308 -0.4408 0.47
H 1.3711 -1.3067 -0.4161 0.47
O 1.7528 0.0896 1.2573 -0.90
H 2.3786 -0.3422 1.8388 0.50
H 2.1412 0.0112 0.3860 0.51
O -1.5676 -2.1554 0.3381 -1.01
H -1.3403 -1.5204 1.0173 0.42
H -2.4164 -2.5043 0.6102 0.49
O 0.5210 -0.6142 -2.6551 -1.00
H 0.5071 -0.9215 -3.5616 0.47
H -0.3573 -0.8024 -2.3245 0.45
O 0.7592 -2.0091 0.2730 -0.90
H -0.1766 -1.9351 0.4604 0.50
H 0.9282 -2.9512 0.2630 0.51
O 1.3469 2.0745 0.1811 -0.95
H 1.1796 1.7903 -0.7174 0.46
H 1.5820 1.2720 0.6469 0.44
O -0.6724 2.7066 0.8493 -1.05
H -0.5481 3.6449 0.7069 0.47
H 0.1402 2.3070 0.5391 0.45
```

=====

Here is C26H21BCl3N11O2STa as an isolated structure in a non-equilibrium geometry from the Open Molecules 2025 dataset. Energies are from ωB97M-V/def2-TZVPD.

Highest occupied orbital energy (spin up / spin down): -12.854 / -12.810 eV
Net charge: +2
Gap between HOMO and LUMO (spin up / spin down): 6.360 / 4.595 eV
Multiplicity: 2

Geometry as XYZ:
```
66
Properties=species:S:1:pos:R:3:mulliken_spin:R:1
Ta 0.2653 -0.0493 0.0283 0.02
N 4.5838 -1.4572 -0.3255 0.00
C 3.2721 -1.2119 -0.4619 0.00
S 2.3320 -1.0474 1.0048 0.01
N 2.7628 -1.1041 -1.6470 0.00
N 1.3956 -0.9077 -1.6515 0.00
C 0.8305 -1.2366 -2.7735 0.00
C -0.5861 -1.3067 -3.0129 0.00
C -1.0930 -1.4123 -4.3140 0.00
C -2.4508 -1.5445 -4.5140 0.00
C -3.3138 -1.6014 -3.4202 0.00
C -2.8349 -1.5284 -2.1214 0.00
C -1.4751 -1.3768 -1.9361 0.00
O -0.9214 -1.3032 -0.6917 0.00
H 4.9839 -1.6265 0.5796 0.00
H 5.1293 -1.6653 -1.1463 0.00
H 1.5084 -1.5293 -3.5704 0.00
H -0.4123 -1.3808 -5.1553 0.00
H -2.8471 -1.6142 -5.5169 0.00
H -4.3771 -1.7141 -3.5850 0.00
H -3.4957 -1.5935 -1.2675 0.00
C 3.9425 3.1898 0.3225 0.02
C 3.1707 2.3051 -0.3792 -0.01
N 2.0094 1.6310 -0.0762 -0.01
N 2.8582 3.4300 2.4425 0.03
C 3.8482 3.7181 1.6891 0.00
B -0.0130 1.3791 2.1290 0.11
N 0.1496 0.0881 2.8509 -0.01
C 0.2494 -0.4280 4.0902 0.00
C -0.1212 -1.7577 4.0228 0.00
C -0.4487 -1.9979 2.6870 0.00
N -0.2927 -0.8772 1.9860 0.03
N -1.5032 1.6348 1.8276 0.00
C -2.5772 1.2205 2.5347 0.03
C -3.7154 1.3275 1.7615 -0.01
C -3.2814 1.8092 0.5312 0.04
N -1.9628 1.9703 0.5906 0.04
N 2.8478 3.5906 3.7909 0.00
C 1.8514 4.1557 4.5254 0.00
C 2.1897 3.9564 5.8379 0.00
C 3.4101 3.2480 5.7912 0.01
N 3.7955 3.0101 4.5482 0.00
H 4.8059 3.5395 -0.2263 0.00
H 3.4637 2.0751 -1.3996 0.00
H 4.6240 4.3893 2.0609 0.00
H 0.5686 0.1817 4.9211 0.00
H -0.1568 -2.4616 4.8359 0.00
H -0.7654 -2.9101 2.2072 0.00
H -2.4601 0.8840 3.5525 0.00
H -4.7256 1.1106 2.0611 0.00
H -3.8190 2.0509 -0.3722 0.00
H 1.0391 4.6916 4.0630 0.00
H 1.6559 4.3004 6.7062 0.00
H 4.0264 2.9188 6.6117 0.00
Cl -1.0993 7.1366 0.2987 0.06
C -0.9164 5.4520 0.0138 0.26
C -0.0817 4.6941 0.7662 -0.08
C 0.0175 3.3278 0.4439 0.32
Cl 1.1730 2.3422 1.1662 0.00
C -0.9063 2.5711 -0.4499 0.04
O -0.4068 1.4261 -1.0558 0.01
C -1.5532 3.5468 -1.3619 0.18
Cl -2.3393 2.8592 -2.7392 0.03
C -1.5950 4.8659 -1.1065 -0.08
H 0.5456 5.1363 1.5289 -0.01
H -2.1277 5.5155 -1.7886 0.00
```

=====

Table of E_tot (eV), in record order: -28396.283, -16311.786, -21795.318, -121390.259, -134962.437, -240696.497, -29098.370, -98396.720
Table of energy relative to the best compared isomer or geometry (same formula, charge and spin) (eV), in record order: 3.947, 0.130, 3.424, 0.000, 2.545, 1.636, 23.281, 14.677